{"formula": "C31H55Cl2FIN4O6S", "method": "ωB97M-V/def2-TZVPD", "elements": ["C", "C", "N", "C", "C", "C", "C", "C", "C", "N", "N", "O", "C", "C", "Cl", "C", "C", "Cl", "C", "F", "C", "O", "C", "C", "N", "C", "C", "C", "O", "C", "C", "C", "C", "C", "C", "C", "I", "C", "C", "H", "H", "H", "H", "H", "H", "H", "H", "H", "H", "H", "H", "H", "H", "H", "H", "H", "H", "H", "H", "H", "H", "H", "H", "H", "H", "H", "H", "H", "H", "H", "H", "H", "H", "H", "H", "H", "H", "H", "H", "H", "H", "H", "H", "H", "H", "H", "O", "S", "O", "O", "C", "C", "C", "H", "H", "H", "H", "H", "H", "H", "H"], "positions_angstrom": [[5.5228, -2.5058, 3.2237], [5.1661, -1.4616, 2.1723], [3.9629, -1.8922, 1.4701], [3.3335, -1.2092, 0.3775], [4.1264, -1.2747, -0.9393], [5.1313, -2.2310, -1.1125], [5.8064, -2.2639, -2.3308], [5.4541, -1.3704, -3.3282], [4.4128, -0.4762, -3.0682], [3.7782, -0.4382, -1.9075], [2.1705, -2.2015, 0.0333], [1.4905, -2.7293, 1.1350], [1.2599, -1.7762, -1.1029], [0.1270, -2.7756, -1.2321], [-1.2556, -2.5235, -0.2316], [0.2212, -3.8068, -2.0678], [1.4029, -4.0568, -2.9780], [-1.0513, -4.9441, -2.1979], [0.8224, -0.3231, -0.9827], [0.6298, 0.0714, -2.3151], [1.6986, 0.7340, -0.2916], [0.7580, 1.5654, 0.3397], [0.1622, 2.6112, -0.4186], [-1.3455, 2.4900, -0.3817], [-1.8272, 1.1650, -0.7716], [-3.2945, 1.0914, -0.7494], [-3.8873, 0.3315, -1.9322], [-3.2530, -1.0267, -2.1775], [-5.2872, 0.2233, -1.6750], [2.7449, 0.2292, 0.7695], [1.9436, 0.0246, 2.1069], [1.7760, 1.1648, 3.1098], [0.8352, 0.7431, 4.2639], [1.4435, 1.0670, 5.6302], [-0.5723, 1.3341, 4.0916], [3.9426, 1.2187, 1.0287], [3.4952, 3.3344, 0.8980], [5.2266, 1.0806, 0.2124], [6.3975, 1.8926, 0.7928], [4.6382, -2.7922, 3.7974], [6.2600, -2.1041, 3.9175], [5.9454, -3.4043, 2.7652], [5.0023, -0.5035, 2.6615], [6.0276, -1.3470, 1.5003], [3.9809, -2.8971, 1.3529], [5.4084, -2.9202, -0.3221], [6.6079, -2.9784, -2.4809], [5.9584, -1.3526, -4.2843], [4.0866, 0.2276, -3.8249], [2.6633, -3.0255, -0.3233], [0.7372, -2.1378, 1.3066], [1.8330, -1.8487, -2.0226], [1.2894, -5.0208, -3.4692], [2.3554, -4.0558, -2.4438], [1.4379, -3.3023, -3.7695], [-0.1632, -0.2577, -0.5142], [2.2259, 1.2617, -1.0887], [0.5330, 2.6334, -1.4490], [0.4413, 3.5602, 0.0459], [-1.6956, 2.7143, 0.6308], [-1.7535, 3.2695, -1.0430], [-1.5166, 1.0084, -1.7277], [-3.7241, 2.1008, -0.7617], [-3.6401, 0.6116, 0.1726], [-3.7843, 0.9360, -2.8424], [-3.3612, -1.6654, -1.2957], [-2.1912, -0.9437, -2.4201], [-3.7355, -1.5087, -3.0316], [-5.5278, -0.7085, -1.6492], [0.9198, -0.2804, 1.8433], [2.3831, -0.8098, 2.6526], [1.3603, 2.0456, 2.6287], [2.7398, 1.4557, 3.5389], [0.7342, -0.3506, 4.2145], [0.7123, 0.9278, 6.4294], [1.8035, 2.0991, 5.6759], [2.2855, 0.4027, 5.8469], [-0.5294, 2.3345, 3.6543], [-1.1818, 0.7243, 3.4195], [-1.0912, 1.4099, 5.0496], [4.2003, 1.1349, 2.0822], [5.5423, 0.0419, 0.1785], [5.0269, 1.4084, -0.8104], [6.2371, 2.1590, 1.8395], [6.5877, 2.8002, 0.2215], [7.3127, 1.2963, 0.7558], [-11.0621, 2.3534, -2.9729], [-10.7862, 1.9619, -1.6234], [-10.6963, 2.9689, -0.6111], [-9.4732, 1.0697, -1.6137], [-8.2955, 1.6179, -2.2598], [-7.6334, 2.7167, -1.4588], [-11.9138, 0.7171, -1.1071], [-8.5722, 1.9548, -3.2596], [-7.6244, 0.7703, -2.3621], [-8.2680, 3.5977, -1.3806], [-6.7028, 2.9979, -1.9527], [-7.4056, 2.3698, -0.4513], [-11.9651, -0.0525, -1.8715], [-12.8771, 1.2083, -0.9892], [-11.5750, 0.3141, -0.1568]], "forces_ev_per_a": [[-0.155, -0.004, -0.003], [0.352, -0.105, 0.007], [-0.098, -0.101, 0.111], [0.071, 0.192, 0.035], [0.382, -0.403, -0.241], [-0.186, 0.139, -0.082], [0.008, -0.026, 0.065], [-0.242, 0.176, 0.146], [0.404, -0.328, -0.138], [-0.327, 0.161, 0.026], [-0.040, -0.022, -0.110], [-0.052, 0.021, -0.107], [-0.420, -0.145, -0.158], [0.280, 0.308, 0.215], [0.328, -0.211, 0.364], [0.189, -0.101, -0.248], [-0.198, 0.011, -0.136], [-0.109, -0.065, -0.026], [0.023, -0.368, -0.011], [-0.101, -0.004, -0.005], [0.253, -0.096, -0.405], [0.475, 0.400, 0.480], [0.007, 0.092, -0.021], [-0.154, -0.015, 0.077], [-0.103, 0.202, -0.383], [0.046, 0.091, 0.090], [-0.011, 0.027, -0.006], [-0.277, 0.032, -0.073], [0.026, -0.152, -0.107], [-0.518, -0.075, 0.448], [-0.097, -0.198, 0.019], [-0.035, 0.126, 0.120], [-0.006, -0.222, -0.016], [-0.023, 0.018, -0.004], [0.057, 0.047, -0.091], [-0.008, -0.042, -0.094], [-0.348, -0.024, -0.043], [0.148, 0.375, -0.012], [0.200, -0.240, -0.041], [0.058, 0.044, -0.011], [0.035, -0.038, -0.059], [-0.050, 0.034, 0.027], [-0.101, -0.035, -0.041], [-0.050, 0.091, 0.049], [-0.032, 0.034, -0.011], [0.000, 0.122, -0.052], [-0.063, 0.048, -0.027], [0.012, -0.038, 0.023], [-0.014, 0.026, 0.022], [-0.029, -0.028, 0.044], [0.026, 0.018, 0.089], [0.312, 0.037, 0.217], [0.060, 0.013, 0.108], [-0.013, -0.003, -0.031], [0.045, -0.004, 0.088], [0.116, -0.005, 0.037], [-0.002, 0.032, 0.072], [0.041, -0.202, 0.049], [0.038, 0.037, -0.073], [-0.011, -0.139, -0.053], [0.007, 0.081, 0.125], [-0.032, 0.023, -0.018], [-0.095, -0.068, 0.025], [0.082, -0.014, -0.038], [0.103, 0.029, 0.060], [-0.089, 0.144, -0.219], [-0.053, 0.019, 0.076], [-0.028, -0.001, 0.046], [-0.009, 0.051, 0.020], [0.047, 0.066, -0.030], [0.052, 0.000, -0.047], [0.101, 0.031, -0.051], [0.013, -0.060, -0.087], [-0.016, 0.064, 0.107], [0.033, 0.012, -0.045], [-0.068, -0.036, 0.002], [0.028, 0.125, -0.065], [0.016, 0.034, 0.134], [0.009, 0.037, 0.014], [-0.022, -0.095, -0.094], [-0.071, 0.005, -0.087], [-0.067, 0.079, -0.049], [0.099, -0.196, 0.043], [-0.026, 0.060, -0.052], [-0.100, 0.030, 0.161], [-0.025, 0.042, -0.034], [-0.019, 0.024, -0.002], [0.035, 0.010, -0.048], [-0.020, -0.025, 0.011], [0.023, -0.007, 0.127], [0.203, 0.071, -0.210], [-0.127, 0.030, 0.083], [-0.031, -0.016, -0.004], [-0.087, 0.022, 0.033], [-0.055, -0.055, 0.045], [0.003, -0.001, -0.024], [0.022, -0.032, 0.000], [0.045, -0.013, -0.012], [0.007, -0.001, -0.005], [-0.002, 0.005, -0.006], [-0.001, 0.009, 0.009]], "e_lumo_ev": -2.776, "homo_lumo_gap_ev": 8.61, "homo_ev": -11.39, "e_above_lowest_kj_mol": 0.00, "e_tot_ha": -3600.4474, "charge": 1}